{
  "formula": "C3H4F2",
  "method": "the ωB97M-V functional and the def2-TZVPD basis",
  "molar_mass_da": 78.1,
  "smiles": "C=C(F)CF",
  "e_above_lowest_kj_mol": 66.28,
  "lumo_energy_ev": 1.0,
  "total_charge": 0,
  "energy_ha": -316.3906,
  "species": ["H", "C", "F", "F", "H", "C", "H", "H", "C"],
  "positions_angstrom": [[-0.0427, 1.9569, 0.1678], [-0.4366, -0.0570, 0.1135], [-1.3443, -1.1050, -0.1278], [1.9388, 0.0848, -0.1570], [0.6935, -1.5310, -0.7192], [0.8800, -0.7860, 0.0521], [0.9481, -1.3328, 0.9613], [-1.8125, 1.5379, -0.2392], [-0.8243, 1.2322, -0.0516]],
  "mulliken_charge": [0.23, 0.40, -0.28, -0.27, 0.27, -0.22, 0.27, 0.31, -0.71]
}